ORCA calculation (the ωB97M-V functional and the def2-TZVPD basis) on one molecule with the formula CH2BrNO3 in a non-equilibrium geometry.

```
8
Properties=species:S:1:pos:R:3:nbo_charge:R:1
O 1.169 -2.432 -0.983 -0.3560
N 0.364 -1.620 -1.359 0.4790
O -0.337 -1.633 -2.322 -0.3217
C 0.300 -0.453 -0.466 0.3653
O -0.814 0.219 -0.446 -0.6499
Br 1.953 0.771 -1.614 -0.2544
H 0.860 -0.755 0.324 0.1976
H -0.911 1.100 -0.053 0.5401
```

HOMO in Ha: -0.385
Energy above the lowest of the compared OMol25 structures with the same formula, charge and spin in kcal/mol: 24.9
SMILES: O=[N+]([O-])[C@H](O)Br
LUMO in Eh: -0.0582

=====

ORCA calculation (the ωB97M-V functional and the def2-TZVPD basis) on one molecule with the formula CH2BrNO4 in a non-equilibrium geometry.

```
9
Properties=species:S:1:pos:R:3:nbo_charge:R:1
O -0.087 -1.557 1.122 -0.3534
N -0.396 -0.890 0.127 0.4715
O -1.075 -1.314 -0.795 -0.3693
C 0.236 0.505 -0.147 0.5456
O -0.282 1.232 1.028 -0.6834
O -0.188 0.903 -1.315 -0.6723
Br 2.148 0.299 0.102 0.0292
H 0.136 0.646 1.785 0.4971
H -0.492 0.177 -1.906 0.5350
```

HOMO in Ha: -0.413
Energy above the lowest of the compared OMol25 structures with the same formula, charge and spin in kcal/mol: 39.4
SMILES: O=[N+]([O-])C(O)(O)Br
LUMO in Eh: -0.0317

=====

ORCA calculation (the ωB97M-V functional and the def2-TZVPD basis) on a 2-piece molecular cluster, CH2BrNO4 overall in a non-equilibrium geometry.

```
9
Properties=species:S:1:pos:R:3:nbo_charge:R:1
O 1.031 0.911 -0.543 -0.5420
C 1.536 -0.057 -0.096 0.8137
O 1.173 -1.243 0.246 -0.6542
Br 3.521 0.070 0.413 -0.1528
H 0.236 -1.343 0.096 0.5095
O -1.595 -1.046 -0.152 -0.3145
N -1.410 0.102 -0.003 0.3375
O -2.469 0.917 0.079 -0.4819
H -2.023 1.689 -0.039 0.4847
```

HOMO in Ha: -0.376
Energy above the lowest of the compared OMol25 structures with the same formula, charge and spin in kcal/mol: 26.2
SMILES: O=C(O)Br.O=NO
LUMO in Eh: -0.0157

=====

ORCA calculation (the ωB97M-V functional and the def2-TZVPD basis) on one molecule with the formula CH2BrNO4 in a non-equilibrium geometry.

```
9
Properties=species:S:1:pos:R:3:nbo_charge:R:1
C -0.198 -0.324 0.185 0.6385
N 0.279 1.081 -0.098 0.4009
O 0.127 1.405 -1.262 -0.4796
O 0.633 1.822 0.801 -0.4024
O -0.794 -0.818 -0.853 -0.6623
O -0.518 -0.626 1.438 -0.6264
Br 2.101 -1.008 -0.121 0.1174
H -0.579 -0.035 -1.390 0.5046
H -1.051 -1.496 1.300 0.5092
```

HOMO (spin up / spin down) in Ha: -0.267 / -0.400
Spin multiplicity: 3
Energy above the lowest of the compared OMol25 structures with the same formula, charge and spin in kcal/mol: 49.1
LUMO (spin up / spin down) in Eh: 0.0057 / -0.1595